C26H28N2O10RuS2 | ωB97M-V/def2-TZVPD

XYZ file:
```
69
Properties=species:S:1:pos:R:3:forces:R:3
Ru -0.555906 -0.733630 -0.415591 2.0993 0.6041 0.1193
O 1.248620 -0.532530 2.619179 0.1876 -0.0830 -0.1014
C 2.000687 -1.171868 1.595381 -0.2318 0.2871 0.1929
C 2.564610 -0.177667 0.583543 0.0583 -0.0446 -0.1080
N 1.763824 0.025842 -0.649064 0.6276 0.3274 -0.0066
C 1.593513 1.452822 -0.902196 -0.1046 -0.1862 0.0616
C 0.569253 2.012331 0.074993 -0.5263 -0.2222 0.2162
O 0.648885 3.167274 0.447068 -0.0689 -0.0550 0.0393
O -0.387060 1.174388 0.409864 0.0999 0.2995 0.2665
C 2.268894 -0.726572 -1.796536 -0.3118 -0.0354 0.2072
C 1.562345 -2.067533 -1.953107 -0.4802 -0.3168 0.1613
O 2.039328 -2.901739 -2.689772 -0.0509 -0.0351 0.1362
O 0.432411 -2.223804 -1.283966 0.1667 -0.4238 -0.3110
H 0.446919 -0.141502 2.246758 -0.0773 -0.0485 -0.0685
H 1.415448 -1.945121 1.086401 -0.0252 -0.1111 0.0226
H 2.826239 -1.656418 2.113999 0.0223 -0.0866 -0.0086
H 3.578903 -0.472366 0.292989 0.0231 -0.0125 -0.0058
H 2.637200 0.773272 1.114354 0.0493 0.0468 -0.0540
H 1.166798 1.604823 -1.897088 0.1358 -0.0719 0.0320
H 2.528433 2.013862 -0.849330 -0.0961 -0.0596 0.0725
H 3.346458 -0.893847 -1.745511 0.0373 -0.0233 -0.0520
H 2.060068 -0.188337 -2.723440 0.0409 0.1243 0.0268
C -6.589644 -5.268445 4.846957 0.0343 0.0432 0.0498
C -6.114351 -5.344795 6.278469 0.0744 0.0121 -0.0116
O -6.836577 -5.667368 7.185388 -0.0060 -0.0592 -0.0241
S -4.392962 -5.017204 6.680460 -0.2191 -0.0058 0.0234
C -3.736186 -4.201596 5.253076 0.0858 0.0222 -0.0117
C -3.900371 -2.826409 5.103938 0.0595 0.0351 -0.1509
C -3.335784 -2.172974 4.019409 -0.0935 -0.0322 0.1345
C -2.582370 -2.878324 3.075639 0.2392 0.2524 -0.3212
C -2.424844 -4.256531 3.234099 -0.0430 -0.1708 0.0943
C -2.994366 -4.912296 4.314816 0.0372 0.0577 -0.1005
C -1.965757 -2.188746 1.974811 -0.3816 -0.3577 0.8238
C -1.438065 -1.564043 1.085495 -0.2858 0.3538 -0.9439
H -7.467748 -4.624145 4.808828 0.0058 -0.0020 0.0210
H -6.900516 -6.272230 4.554731 0.0019 -0.0022 0.0212
H -5.836304 -4.907793 4.155244 0.0031 0.0141 -0.0119
H -4.470405 -2.272602 5.839852 0.0243 -0.0110 -0.0072
H -3.462853 -1.105266 3.893491 0.0147 -0.0357 0.0203
H -1.847148 -4.808078 2.503497 -0.0053 0.0298 0.0195
H -2.866408 -5.981056 4.434233 0.0105 0.0173 0.0059
C 5.422514 3.574976 -0.640472 -0.0922 -0.0113 -0.0649
C 4.343389 3.581174 -1.693479 0.0734 0.0946 0.0450
C 3.172781 4.314178 -1.496943 0.1184 0.1559 -0.0047
C 2.175204 4.330463 -2.453328 0.0185 0.0169 -0.1589
C 2.339748 3.585155 -3.616706 0.1680 -0.0263 0.1627
C 3.491604 2.841305 -3.832018 -0.0757 0.0577 0.0379
C 4.491950 2.854830 -2.869608 -0.0128 -0.0942 -0.0081
S 1.074869 3.578341 -4.842076 0.1958 0.2003 -0.2078
O 0.903204 4.911336 -5.354761 0.0492 -0.0312 0.0313
O 1.369531 2.494301 -5.735709 -0.0145 -0.0556 -0.0521
N -0.265618 3.287263 -3.967674 -0.4262 -0.2089 -0.0796
C -0.725188 1.900835 -3.761888 0.0498 0.1822 0.0397
C -1.641128 1.847801 -2.545967 -0.0361 0.0272 -0.0178
C -2.373577 0.520499 -2.536823 0.2132 -0.0247 0.6338
O -3.362897 0.351783 -3.212357 0.0549 -0.1300 -0.0719
O -1.817573 -0.433227 -1.816697 -1.3023 -0.3151 -0.7263
H 4.994889 3.728077 0.350759 0.0284 0.0011 -0.0096
H 6.142763 4.375633 -0.823507 -0.0051 -0.0044 0.0175
H 5.967930 2.630692 -0.640133 -0.0015 0.0157 -0.0022
H 3.032105 4.853061 -0.567231 -0.0432 -0.0261 -0.0419
H 1.263266 4.893181 -2.296696 0.0306 -0.0729 0.0571
H 3.584430 2.259910 -4.740332 0.0145 0.0001 0.0472
H 5.389950 2.266985 -3.024832 -0.0142 0.0161 -0.0055
H -0.988574 3.924506 -4.286220 0.0012 -0.0436 0.1447
H 0.156471 1.271840 -3.627246 -0.0326 -0.0086 -0.0258
H -1.254501 1.520356 -4.635227 0.0195 0.0542 -0.1079
H -2.392188 2.632773 -2.636205 0.0046 0.0368 0.0358
H -1.088548 1.980224 -1.617956 -0.1148 0.1594 -0.1368
```
Forces are in eV/Å.

HOMO-LUMO gap (alpha / beta): 7.1 / 7.1 eV
maximum force: 2.19 eV/A
E_HOMO (alpha / beta): -5.48 / -5.29 eV
spin multiplicity: 2
net charge: -1
relative energy (zero: lowest compared OMol25 entry of this formula, charge and spin): 0.579 eV